(1)
{
  "formula": "C39H32CoNO6PS4",
  "method": "wB97M-V/def2-TZVPD",
  "gap_ev": [7.5, 7.5],
  "charge": 1,
  "species": ["Co", "O", "S", "O", "O", "C", "C", "C", "C", "C", "C", "P", "C", "C", "C", "C", "C", "C", "C", "C", "C", "C", "C", "C", "H", "H", "H", "H", "H", "H", "H", "H", "H", "H", "H", "H", "H", "H", "O", "S", "O", "N", "C", "S", "C", "C", "C", "C", "C", "C", "H", "H", "H", "H", "O", "S", "C", "C", "C", "C", "C", "C", "C", "C", "C", "C", "C", "C", "C", "C", "H", "H", "H", "H", "H", "H", "H", "H", "H", "H", "H", "H", "H", "H"],
  "coordinates": [[0.18368, -0.12560, 0.51623], [3.89456, -0.48878, -0.34836], [2.71666, 0.22485, -0.01517], [2.00489, -0.16417, 1.24035], [1.56182, 0.20031, -0.99209], [3.09720, 1.90873, 0.18691], [4.39408, 2.38083, 0.08821], [4.60954, 3.74346, 0.25069], [3.54449, 4.59630, 0.49810], [2.24789, 4.10476, 0.59679], [2.01642, 2.74493, 0.44002], [0.30678, 2.12747, 0.56933], [-0.29162, 2.93814, 2.06027], [0.34802, 2.61257, 3.25724], [0.02458, 3.28661, 4.42266], [-0.92511, 4.29872, 4.39942], [-1.53147, 4.65834, 3.20620], [-1.20708, 3.99089, 2.03313], [-0.45801, 2.70219, -0.94783], [-1.79801, 3.05959, -1.03007], [-2.34250, 3.44542, -2.24773], [-1.55099, 3.46906, -3.38209], [-0.21046, 3.10632, -3.31129], [0.33976, 2.72470, -2.10176], [5.20282, 1.69299, -0.11249], [5.61365, 4.13883, 0.18104], [3.72076, 5.65678, 0.61821], [1.42921, 4.78481, 0.79740], [1.12087, 1.85644, 3.27484], [0.52565, 3.02972, 5.34609], [-1.17489, 4.82508, 5.31123], [-2.24752, 5.46846, 3.18149], [-1.66165, 4.30945, 1.10695], [-2.43430, 3.01221, -0.16179], [-3.38844, 3.71411, -2.30156], [-1.97766, 3.76819, -4.33058], [0.40596, 3.12196, -4.19978], [1.38027, 2.43852, -2.05985], [-4.02776, 1.41447, -0.11541], [-3.51802, 0.11305, 0.17743], [-3.52242, -0.89123, -0.84100], [-1.95063, 0.18611, 0.82019], [-1.91260, -0.32884, 2.02094], [-0.35700, -0.61281, 2.57607], [-3.22165, -0.67944, 2.61537], [-3.51801, -1.15431, 3.87856], [-4.85271, -1.40909, 4.17278], [-5.84906, -1.19418, 3.22344], [-5.54743, -0.72183, 1.95017], [-4.21658, -0.47784, 1.68024], [-2.73973, -1.32002, 4.61186], [-5.12029, -1.78068, 5.15217], [-6.87855, -1.39746, 3.48576], [-6.31912, -0.55416, 1.21188], [-0.25471, -1.90718, -0.21024], [-1.13247, -3.02407, -0.73803], [-0.08910, -4.51330, -0.74785], [1.27074, -4.29511, -0.14338], [1.43542, -4.28363, 1.23534], [2.69758, -4.11507, 1.78453], [3.79917, -3.96098, 0.95495], [3.63635, -3.96339, -0.42178], [2.37329, -4.12514, -0.97264], [-1.36593, -2.71181, -2.50009], [-0.13692, -2.71775, -3.35541], [0.17567, -3.81535, -4.15356], [1.34393, -3.83039, -4.90168], [2.21028, -2.74593, -4.85608], [1.89199, -1.64011, -4.07921], [0.71864, -1.62224, -3.34183], [-0.00893, -4.84636, -1.77980], [-0.66418, -5.24923, -0.18566], [0.57917, -4.41803, 1.88707], [2.82163, -4.11238, 2.85934], [4.78409, -3.82998, 1.38253], [4.49059, -3.83157, -1.07268], [2.24377, -4.11960, -2.04771], [-1.88773, -1.75492, -2.50330], [-2.09261, -3.47314, -2.79811], [-0.50462, -4.65875, -4.20277], [1.57569, -4.68530, -5.52267], [3.12298, -2.76020, -5.43674], [2.55820, -0.78769, -4.04862], [0.46973, -0.75638, -2.74477]]
}

---

(2)
{
  "formula": "C39H32GeHgN3OS2",
  "method": "wB97M-V/def2-TZVPD",
  "gap_ev": 7.4,
  "charge": 1,
  "species": ["Hg", "N", "C", "C", "C", "C", "C", "C", "N", "C", "C", "C", "S", "C", "N", "H", "H", "H", "H", "H", "H", "H", "O", "S", "C", "C", "C", "C", "C", "C", "C", "C", "C", "C", "C", "C", "H", "H", "H", "H", "H", "H", "H", "H", "H", "H", "C", "Ge", "C", "C", "C", "C", "C", "C", "C", "C", "C", "C", "C", "C", "C", "C", "C", "C", "H", "H", "H", "H", "H", "H", "H", "H", "H", "H", "H", "H", "H", "H", "H"],
  "coordinates": [[0.46718, -1.93472, -2.48182], [4.56993, -2.12046, 0.48136], [5.30227, -1.92238, -0.67244], [6.66753, -1.80146, -0.91170], [7.04657, -1.58565, -2.22192], [6.10046, -1.49812, -3.25756], [4.74896, -1.61824, -3.00890], [4.34706, -1.82669, -1.68989], [3.07273, -1.94690, -1.15906], [3.24972, -2.11617, 0.12094], [2.17857, -2.28397, 1.10542], [2.35089, -2.65727, 2.40543], [0.84455, -2.71837, 3.19858], [0.08201, -2.25477, 1.73600], [0.87529, -2.05996, 0.73157], [4.93271, -2.18245, 1.41536], [7.39958, -1.87408, -0.11821], [8.09735, -1.48682, -2.45896], [6.44646, -1.33728, -4.26977], [4.01645, -1.55175, -3.80277], [3.26221, -2.90553, 2.92351], [-0.99168, -2.14164, 1.68121], [-1.83326, 0.20083, -0.22741], [-2.59619, -0.76740, -1.16832], [-4.18603, 0.01017, -1.34835], [-5.00280, -0.46730, -2.36313], [-6.25474, 0.10277, -2.53289], [-6.66179, 1.14100, -1.70570], [-5.82381, 1.61616, -0.70569], [-4.57216, 1.04973, -0.51496], [-2.96516, -2.10779, -0.08263], [-3.53377, -1.88008, 1.16628], [-3.77344, -2.96760, 1.98509], [-3.45402, -4.25304, 1.55074], [-2.89007, -4.46011, 0.30238], [-2.63311, -3.37645, -0.52931], [-4.66746, -1.26548, -3.01471], [-6.90607, -0.25550, -3.31798], [-7.63614, 1.58870, -1.84725], [-6.14243, 2.43213, -0.07106], [-3.90737, 1.41888, 0.25608], [-3.77972, -0.87499, 1.48452], [-4.21702, -2.81963, 2.96040], [-3.64877, -5.09838, 2.19709], [-2.63807, -5.45948, -0.02400], [-2.16019, -3.51214, -1.49403], [-1.46945, 2.34045, -2.28968], [-0.78244, 1.75643, -0.57438], [-1.52701, 2.78583, 0.88217], [-1.96253, 2.20652, 2.07453], [-2.53976, 2.98411, 3.06618], [-2.68705, 4.35286, 2.87883], [-2.26135, 4.93996, 1.69788], [-1.68822, 4.15822, 0.70276], [1.10339, 1.39615, -0.64837], [1.65954, 1.49121, -1.90330], [3.05590, 1.49146, -2.09380], [3.88327, 1.41022, -1.01442], [3.35893, 1.30021, 0.29681], [4.21936, 1.20251, 1.41884], [3.71296, 1.08072, 2.68008], [2.31477, 1.04430, 2.87504], [1.46540, 1.14136, 1.81100], [1.95650, 1.28263, 0.49047], [-0.89358, 3.18465, -2.66746], [-2.51162, 2.64039, -2.18710], [-1.40349, 1.53396, -3.02285], [-1.86087, 1.13801, 2.23153], [-2.87299, 2.52519, 3.98804], [-3.13416, 4.95991, 3.65484], [-2.37618, 6.00526, 1.54793], [-1.36849, 4.63401, -0.21820], [1.02590, 1.58227, -2.77700], [3.46173, 1.55868, -3.09398], [4.95917, 1.41494, -1.14642], [5.28992, 1.22922, 1.25219], [4.37709, 1.01917, 3.53249], [1.91543, 0.93930, 3.87578], [0.39675, 1.09956, 1.97804]]
}